Entry i
# C4H13NOS

A cluster of 2 separate species, C4H13NOS in total (the ωB97M-V functional and the def2-TZVPD basis, the Open Molecules 2025 dataset).

The geometry in ORCA input format:
```
! wB97M-V def2-TZVPD RIJCOSX def2/J DEFGRID3
* xyz 0 1
C 2.59 0.15 3.29
S 1.78 -0.93 2.18
C 0.68 0.11 1.04
C 0.49 -0.83 -0.20
C -0.45 -0.10 -1.17
N -1.75 0.49 -0.80
H 1.99 1.06 3.39
H 2.77 -0.37 4.27
H 3.51 0.52 2.66
H -0.36 0.40 1.55
H 1.18 1.05 0.69
H 1.48 -0.65 -0.57
H 0.28 -1.96 -0.09
H -0.76 -0.84 -1.85
H -0.02 0.74 -1.75
H -1.74 1.55 -0.94
H -2.09 0.25 0.13
O -3.25 -0.52 -4.01
H -3.78 0.20 -4.34
H -2.54 -0.31 -3.47
*
```

Calculated values
- SMILES = CSCCCN.O

***

Entry ii
# C4H13NOS

A cluster of 2 separate species, C4H13NOS in total (the ωB97M-V functional and the def2-TZVPD basis, the Open Molecules 2025 dataset).

The geometry in ORCA input format:
```
! wB97M-V def2-TZVPD RIJCOSX def2/J DEFGRID3
* xyz 0 1
N -1.04 1.47 0.42
C 0.39 1.35 0.63
C 0.76 0.00 1.31
C 0.15 -1.24 0.68
C 0.56 -1.53 -0.76
S 2.34 -1.76 -0.95
H -1.23 2.38 0.01
H -1.56 1.41 1.29
H 0.89 1.40 -0.33
H 0.86 2.08 1.29
H 1.83 -0.04 1.26
H 0.52 0.07 2.36
H -0.94 -1.20 0.73
H 0.48 -2.08 1.26
H 0.23 -0.80 -1.48
H 0.09 -2.47 -1.00
H 2.57 -0.45 -1.13
O -2.06 0.60 -2.15
H -1.97 0.75 -1.19
H -2.86 0.05 -2.25
*
```

Calculated values
- SMILES = NCCCCS.O

***

Entry iii
# C4H13NOS

A cluster of 2 separate species, C4H13NOS in total (the ωB97M-V functional and the def2-TZVPD basis, the Open Molecules 2025 dataset).

The geometry in ORCA input format:
```
! wB97M-V def2-TZVPD RIJCOSX def2/J DEFGRID3
* xyz 0 1
C 0.41 2.20 -0.74
N 0.81 0.88 -0.24
C -0.03 0.28 0.77
C -0.37 -1.17 0.46
C -1.22 -1.31 -0.80
S -2.84 -0.44 -0.77
H 0.29 2.16 -1.82
H 1.19 2.92 -0.49
H -0.56 2.45 -0.33
H 0.97 0.24 -1.00
H -0.99 0.77 0.69
H 0.07 0.45 1.84
H -0.91 -1.67 1.27
H 0.51 -1.81 0.31
H -1.50 -2.34 -1.00
H -0.74 -1.00 -1.72
H -2.55 0.61 -1.54
O 2.81 -1.20 1.83
H 2.52 -1.23 0.92
H 2.12 -0.79 2.36
*
```

Calculated values
- SMILES = CNCCCS.O

***

Entry iv
# C4H13NOS

A cluster of 2 separate species, C4H13NOS in total (the ωB97M-V functional and the def2-TZVPD basis, the Open Molecules 2025 dataset).

The geometry in ORCA input format:
```
! wB97M-V def2-TZVPD RIJCOSX def2/J DEFGRID3
* xyz 0 1
C 1.37 -1.31 -1.69
C 0.33 -0.44 -0.95
N -1.00 -1.07 -1.04
C 0.28 0.95 -1.57
C -0.68 1.90 -0.87
S -0.36 2.30 0.86
H 1.32 -2.33 -1.29
H 1.18 -1.35 -2.76
H 2.36 -0.89 -1.55
H 0.72 -0.40 0.08
H -1.59 -0.83 -0.25
H -0.86 -2.07 -1.01
H -0.13 0.78 -2.57
H 1.30 1.36 -1.64
H -1.68 1.52 -0.97
H -0.68 2.85 -1.40
H -0.16 1.09 1.36
O -0.77 -0.38 5.69
H -0.82 -0.93 6.47
H -0.13 -0.77 5.10
*
```

Calculated values
- SMILES = C[C@H](N)CCS.O

***

Need the numbers? Relative energies in kJ/mol: entry i 195.2; entry ii 0.0; entry iii 102.6; entry iv 15.0.

***

Entry i
# C4H13N2O

A cluster of 2 separate species, C4H13N2O in total (the ωB97M-V functional and the def2-TZVPD basis, the Open Molecules 2025 dataset).

The geometry in ORCA input format:
```
! wB97M-V def2-TZVPD RIJCOSX def2/J DEFGRID3
* xyz 0 2
C 2.36 -1.22 -1.15
C 1.74 -0.47 -0.03
O 0.54 -0.58 0.22
N 2.54 -0.18 1.05
H 3.07 -1.99 -0.74
H 2.83 -0.71 -2.04
H 2.04 -0.17 2.01
H 3.49 0.04 1.11
H 1.78 -1.90 -1.83
C -2.13 1.26 0.31
C -2.75 -0.21 0.59
N -0.81 1.25 -0.32
H -2.92 1.41 -0.56
H -2.09 1.56 1.36
H -3.67 -0.22 -0.11
H -2.86 -0.50 1.50
H -0.73 0.80 -1.28
H -0.17 0.71 0.27
H -0.22 2.13 -0.50
H -2.04 -1.00 0.16
*
```

***

Entry ii
# C4H13N2O

A cluster of 2 separate species, C4H13N2O in total (the ωB97M-V functional and the def2-TZVPD basis, the Open Molecules 2025 dataset).

The geometry in ORCA input format:
```
! wB97M-V def2-TZVPD RIJCOSX def2/J DEFGRID3
* xyz 0 2
C 0.33 0.71 -0.40
C -1.04 0.40 0.20
C -1.31 -1.03 0.50
C -1.32 -1.40 1.80
N -1.37 -2.72 2.24
N 1.04 -0.23 -1.30
H 1.12 0.98 0.35
H 0.41 1.72 -0.81
H -1.30 1.12 0.98
H -1.75 0.70 -0.61
H -1.46 -1.77 -0.28
H -1.07 -0.64 2.53
H -1.81 -3.37 1.62
H -1.38 -2.82 3.23
H 0.88 -0.06 -2.29
H 2.12 -0.16 -0.99
H 0.76 -1.16 -0.96
H 3.07 3.43 -2.10
H 1.74 3.47 -1.64
O 2.32 2.82 -2.08
*
```

***

Need the numbers? Relative energies in kJ/mol: entry i 122.8; entry ii 0.0.

***

Entry i
# C5H14O

A cluster of 2 separate species, C5H14O in total (the ωB97M-V functional and the def2-TZVPD basis, the Open Molecules 2025 dataset).

The geometry in ORCA input format:
```
! wB97M-V def2-TZVPD RIJCOSX def2/J DEFGRID3
* xyz 0 1
C 0.51 2.00 -0.27
C 1.72 1.22 -0.83
C 1.28 0.41 -2.04
H 0.60 2.26 0.79
H -0.40 1.39 -0.30
H 0.44 2.94 -0.81
H 2.38 1.99 -1.22
H 2.17 0.58 -0.09
H 2.00 -0.28 -2.48
H 0.40 -0.23 -1.87
H 0.98 1.06 -2.87
C -0.58 -1.90 1.44
C -1.60 -0.88 1.05
O -2.85 -1.03 1.81
H 0.32 -1.75 0.83
H -0.84 -2.92 1.13
H -0.20 -1.94 2.45
H -1.37 0.17 1.18
H -1.96 -1.15 0.06
H -2.99 -1.95 2.03
*
```

Calculated values
- SMILES = CCC.CCO

***

Entry ii
# C5H14O

A cluster of 2 separate species, C5H14O in total (the ωB97M-V functional and the def2-TZVPD basis, the Open Molecules 2025 dataset).

The geometry in ORCA input format:
```
! wB97M-V def2-TZVPD RIJCOSX def2/J DEFGRID3
* xyz 0 1
C 0.97 -1.58 -1.45
C 1.21 -1.77 0.05
C 2.29 -0.82 0.57
H 0.65 -0.55 -1.66
H 0.19 -2.27 -1.81
H 1.90 -1.78 -2.01
H 0.27 -1.58 0.59
H 1.52 -2.81 0.24
H 1.99 0.23 0.39
H 2.45 -0.96 1.65
H 3.24 -1.00 0.04
C -2.63 1.03 0.19
C -1.54 1.92 0.74
O -0.81 2.43 -0.38
H -2.20 0.20 -0.39
H -3.31 1.61 -0.46
H -3.23 0.60 1.02
H -1.97 2.75 1.33
H -0.87 1.34 1.40
H -0.10 3.01 -0.04
*
```

Calculated values
- SMILES = CCC.CCO

***

Need the numbers? Relative energies in kJ/mol: entry i 49.5; entry ii 0.0.

***

Entry i
# C7H19NP

A structure of composition C7H19NP (the ωB97M-V functional and the def2-TZVPD basis, the Open Molecules 2025 dataset).

The geometry in ORCA input format:
```
! wB97M-V def2-TZVPD RIJCOSX def2/J DEFGRID3
* xyz 1 1
C 2.33 0.01 -1.20
C -1.63 -2.04 -0.78
C -2.20 1.23 0.39
C 0.25 2.47 0.03
C 1.28 -1.00 -0.75
C -0.84 -1.57 0.45
C 0.11 -0.49 0.03
N 1.05 0.13 1.65
P -0.70 1.03 -0.66
H 2.87 0.45 -0.37
H 1.88 0.79 -1.81
H 3.07 -0.50 -1.81
H -0.99 -2.57 -1.48
H -2.10 -1.21 -1.30
H -2.42 -2.73 -0.46
H -2.99 0.56 0.05
H -2.55 2.25 0.25
H -2.01 1.06 1.45
H -0.18 3.36 -0.43
H 1.30 2.45 -0.23
H 0.12 2.57 1.11
H 0.85 -1.44 -1.66
H 1.76 -1.82 -0.21
H -1.55 -1.20 1.19
H -0.30 -2.42 0.87
H 1.73 0.83 1.36
H 0.39 0.50 2.32
H 1.51 -0.69 2.03
*
```

***

Entry ii
# C7H19NP

The ion C7H19NP with charge +1 (the ωB97M-V functional and the def2-TZVPD basis, the Open Molecules 2025 dataset).

The geometry in ORCA input format:
```
! wB97M-V def2-TZVPD RIJCOSX def2/J DEFGRID3
* xyz 1 1
C -1.59 1.30 -0.66
C -0.10 0.91 -0.85
C 0.82 1.68 0.09
C 0.52 1.03 -2.24
N -0.12 -0.64 -0.49
C 0.11 -1.22 0.85
C -0.88 -0.73 1.90
C 1.55 -1.13 1.35
P -0.38 -3.10 0.65
H -1.57 2.26 -0.18
H -1.93 1.35 -1.76
H -2.10 0.56 -0.21
H 1.86 1.53 -0.17
H 0.60 1.63 1.11
H 0.67 2.80 -0.16
H 1.43 0.54 -2.24
H -0.06 0.67 -3.13
H 0.69 2.03 -2.52
H -1.08 -0.96 -0.74
H 0.50 -1.12 -1.25
H -0.63 0.17 2.48
H -0.82 -1.56 2.57
H -1.84 -0.73 1.41
H 2.27 -1.31 0.54
H 1.84 -1.82 2.17
H 1.83 -0.16 1.71
H 1.01 -3.61 0.23
H -0.14 -3.55 2.01
*
```

Calculated values
- SMILES = CC(C)(C)[NH2+]C(C)(C)P

***

Need the numbers? Relative energies in kJ/mol: entry i 0.0; entry ii 131.7.